Entry 1:
{
  "formula": "CH3N2S",
  "method": "ωB97M-V/def2-TZVPD",
  "relative_energy_kj_mol": 305.6,
  "gap_ha": [0.268, 0.268],
  "charge": 1,
  "elements": ["C", "N", "N", "S", "H", "H", "H"],
  "xyz": [[-0.84257, -0.84117, 0.75081], [2.41294, -0.72048, -0.11050], [-1.49279, 0.10263, 0.23979], [1.08711, -1.51469, -0.26724], [3.34978, -1.25663, -0.02237], [-0.95547, 0.74515, -0.43685], [-2.46843, 0.19389, 0.67553]],
  "forces_ev_per_a": [[1.298, -1.085, -0.092], [-0.374, -0.822, 0.583], [0.233, 1.065, -0.432], [1.265, 0.403, 0.521], [-1.896, 0.476, -0.546], [-1.963, -0.646, 1.094], [1.437, 0.609, -1.128]]
}



Entry 2:
{
  "formula": "C4H6N2",
  "method": "ωB97M-V/def2-TZVPD",
  "relative_energy_kj_mol": 132.5,
  "gap_ha": 0.354,
  "smiles": "Nc1ccc[nH]1",
  "elements": ["N", "C", "C", "C", "C", "N", "H", "H", "H", "H", "H", "H"],
  "xyz": [[2.03057, -0.12336, 0.12586], [0.63093, 0.01209, 0.01316], [-0.00086, 1.15488, -0.22256], [-1.61242, 0.63138, -0.14560], [-1.53516, -0.71521, 0.05337], [-0.20353, -1.06295, 0.16172], [2.54919, -0.10095, -0.73662], [2.45220, 0.42941, 0.85369], [0.40160, 2.17161, -0.28196], [-2.60025, 1.10557, -0.25774], [-2.28107, -1.51018, 0.12983], [0.16546, -1.98366, 0.30669]],
  "forces_ev_per_a": [[0.197, -1.071, 0.309], [1.185, 0.058, -0.099], [-5.728, -0.251, 0.397], [2.435, 0.779, -0.337], [0.950, 0.558, -0.022], [0.317, -0.424, 0.001], [-0.073, 0.138, 0.009], [-0.039, 0.093, -0.135], [-0.385, -0.675, -0.099], [1.022, 0.276, -0.019], [0.161, 0.609, -0.038], [-0.042, -0.091, 0.033]]
}



Entry 3:
{
  "formula": "H4SSi",
  "method": "ωB97M-V/def2-TZVPD",
  "relative_energy_kj_mol": 386.9,
  "gap_ha": [0.322, 0.275],
  "elements": ["Si", "S", "H", "H", "H", "H"],
  "xyz": [[-0.32319, -0.24357, 0.49189], [0.14092, -0.68799, -1.61304], [-0.02267, 2.57452, 0.33265], [-1.41827, -1.18792, 0.63482], [0.48633, -0.59095, 1.68029], [1.13688, 0.13592, -1.52661]],
  "forces_ev_per_a": [[-0.006, 0.449, -1.039], [-0.724, -0.455, 1.343], [-0.213, -1.090, 0.139], [-0.805, 0.095, 0.156], [0.585, 0.153, -0.269], [1.161, 0.848, -0.331]]
}



Entry 4:
{
  "formula": "C24H23F2",
  "method": "ωB97M-V/def2-TZVPD",
  "gap_ha": 0.155,
  "charge": 1,
  "elements": ["C", "C", "C", "C", "C", "C", "C", "C", "C", "C", "C", "H", "H", "H", "H", "H", "H", "H", "H", "H", "H", "H", "H", "H", "H", "F", "C", "C", "C", "C", "C", "C", "C", "C", "C", "C", "C", "F", "C", "C", "H", "H", "H", "H", "H", "H", "H", "H", "H"],
  "xyz": [[-3.36842, -1.26246, -1.59183], [-3.59023, -1.19855, -0.10937], [-2.61372, -0.62267, 0.76098], [-1.36629, -0.10583, 0.20743], [-0.18708, 0.22488, 0.80246], [-2.92908, -0.55516, 2.14708], [-2.03291, 0.09717, 3.15123], [-4.12019, -1.10523, 2.62282], [-5.06395, -1.67774, 1.76807], [-6.34262, -2.23028, 2.31901], [-4.78038, -1.70841, 0.39738], [-4.19243, -1.80556, -2.06593], [-3.33132, -0.26342, -2.04364], [-2.43616, -1.78000, -1.84305], [-1.38337, -0.02610, -0.88551], [0.40904, 1.04848, 0.42498], [0.10601, -0.23502, 1.74964], [-2.62489, 0.42953, 4.01548], [-1.27788, -0.60219, 3.53447], [-1.51260, 0.96240, 2.73580], [-4.32891, -1.07037, 3.69575], [-6.94358, -2.67776, 1.52201], [-6.14726, -2.99847, 3.07874], [-6.94196, -1.44644, 2.80171], [-5.51123, -2.14676, -0.28737], [6.97994, -0.23813, -2.22091], [5.89883, -0.67186, -1.48563], [6.02727, -1.85358, -0.76088], [4.91508, -2.28150, -0.01718], [3.72895, -1.56011, -0.01818], [3.59371, -0.34709, -0.75681], [2.33840, 0.34526, -0.75068], [2.21710, 1.71154, -1.14198], [0.99360, 2.22425, -1.66415], [0.91232, 3.50894, -2.18137], [2.03820, 4.34612, -2.21456], [3.20984, 3.87999, -1.61981], [4.31220, 4.70533, -1.61541], [3.31537, 2.62600, -1.04322], [4.73188, 0.08056, -1.51398], [6.95745, -2.41787, -0.78261], [4.98895, -3.20025, 0.56534], [2.86544, -1.89893, 0.55769], [1.45659, -0.28061, -0.64385], [0.12126, 1.56899, -1.66798], [-0.03787, 3.87242, -2.57345], [2.00714, 5.33110, -2.67207], [4.24377, 2.32589, -0.56089], [4.69599, 0.97947, -2.12575]],
  "forces_ev_per_a": [[-0.007, -0.156, -0.326], [0.292, 0.211, 0.357], [-0.546, -1.002, 0.472], [0.603, 0.082, -0.395], [-1.072, -0.428, 0.602], [-0.025, -0.252, -0.329], [0.043, 0.122, 0.566], [-0.113, 0.100, -0.335], [0.451, 0.141, -0.047], [-0.267, -0.148, 0.044], [0.042, 0.108, 0.283], [0.207, 0.113, 0.037], [0.014, -0.111, 0.078], [-0.137, 0.044, -0.022], [-0.334, 0.919, 0.237], [0.058, -0.684, -0.094], [-0.301, 0.781, 0.017], [0.175, -0.102, -0.237], [-0.065, 0.164, -0.095], [-0.056, -0.075, 0.082], [0.067, 0.055, -0.320], [0.038, 0.046, 0.178], [-0.025, 0.151, -0.178], [0.155, -0.144, -0.134], [0.238, 0.148, 0.185], [-1.362, -0.477, 0.837], [0.632, 0.557, -0.683], [-0.647, 0.242, 0.170], [0.091, 0.016, 0.036], [-0.321, 0.114, -0.249], [0.767, -0.382, 0.256], [1.335, 0.101, -1.573], [0.004, 0.835, 0.206], [0.025, -0.302, 0.121], [0.035, -0.016, -0.089], [-0.099, -0.604, 0.286], [0.991, 0.529, 0.077], [-1.316, -1.000, 0.100], [-0.044, -0.161, -0.371], [0.111, -0.039, 0.262], [-0.212, 0.148, -0.025], [-0.049, 0.282, -0.173], [0.316, -0.025, -0.122], [0.011, 0.267, 0.234], [0.181, 0.254, -0.095], [0.310, -0.141, 0.047], [0.016, -0.130, 0.171], [-0.266, 0.259, -0.039], [0.056, -0.407, -0.013]]
}



Entry 5:
{
  "formula": "C3H3N2O",
  "method": "ωB97M-V/def2-TZVPD",
  "relative_energy_kj_mol": 575.7,
  "gap_ha": 0.327,
  "charge": 1,
  "smiles": "Cc1nc1=[N+]=O",
  "elements": ["C", "C", "C", "N", "N", "O", "H", "H", "H"],
  "xyz": [[-0.17342, -1.04360, 2.59578], [-0.39017, -0.11803, 1.40828], [-0.20592, -0.06253, -0.07364], [-0.57073, 0.26686, 2.56085], [0.55604, -1.68697, 3.34417], [0.82236, -2.37382, 4.21237], [-1.04464, 0.69974, -0.41944], [-0.18239, -0.95604, -0.70131], [0.70144, 0.66510, -0.38676]],
  "forces_ev_per_a": [[0.816, -1.513, -1.549], [1.455, -2.457, -1.988], [-0.439, 4.548, -0.962], [-1.193, 3.451, 1.198], [-0.854, 1.349, -0.247], [0.702, -1.525, 0.971], [1.163, -1.855, 0.505], [-0.150, -0.085, 0.799], [-1.499, -1.914, 1.275]]
}



Entry 6:
{
  "formula": "C20H19BiN6O2S",
  "method": "ωB97M-V/def2-TZVPD",
  "relative_energy_kj_mol": 31.3,
  "gap_ha": 0.252,
  "charge": 2,
  "elements": ["Bi", "C", "O", "C", "C", "O", "C", "H", "H", "H", "H", "H", "H", "H", "H", "H", "H", "N", "C", "C", "C", "C", "C", "C", "S", "N", "C", "C", "C", "C", "C", "C", "N", "H", "H", "H", "H", "H", "H", "H", "H", "H", "N", "C", "C", "C", "N", "C", "N"],
  "xyz": [[-0.63111, 0.46624, 0.08550], [-2.98378, -1.65965, 1.46303], [-1.63303, -1.75436, 0.97260], [-1.44752, -2.80860, 0.00675], [-1.53529, -2.23926, -1.38746], [-0.46356, -1.28335, -1.60038], [0.76206, -1.91144, -2.06040], [-3.29112, -2.61936, 1.87526], [-3.67637, -1.36189, 0.67189], [-2.98969, -0.92190, 2.26293], [-2.19060, -3.59216, 0.15958], [-0.46405, -3.23673, 0.20184], [-2.46942, -1.69483, -1.53869], [-1.47638, -3.01454, -2.15173], [0.57379, -2.36809, -3.02999], [1.10013, -2.66010, -1.34441], [1.50666, -1.12920, -2.16178], [1.55507, 4.24496, -0.54888], [1.87269, 4.36546, -1.94066], [2.04293, 5.62052, -2.49056], [2.31393, 5.73219, -3.84872], [2.38241, 4.59697, -4.64135], [2.18662, 3.33843, -4.08466], [1.95006, 3.22748, -2.72512], [1.90051, 1.65400, -1.93511], [0.83858, 2.04268, -0.62281], [0.92261, 3.20465, -0.02452], [0.28470, 3.32861, 1.32816], [0.35184, 4.45791, 2.11453], [-0.19981, 4.41656, 3.39278], [-0.80317, 3.25569, 3.83556], [-0.85338, 2.16900, 2.97677], [-0.32190, 2.20650, 1.75458], [1.61707, 5.09547, -0.01188], [1.96838, 6.50765, -1.87285], [2.46441, 6.71017, -4.28344], [2.59143, 4.68479, -5.69823], [2.24502, 2.45299, -4.70418], [0.82915, 5.36695, 1.77769], [-0.14843, 5.28746, 4.03229], [-1.22817, 3.18179, 4.82629], [-1.31838, 1.23916, 3.28150], [1.02622, -0.46598, 0.96615], [2.14782, -0.82788, 1.06447], [3.42366, -1.22630, 1.18309], [4.40677, -0.19663, 1.28464], [5.19632, 0.63388, 1.37514], [3.68644, -2.62801, 1.16841], [3.87769, -3.76120, 1.18085]],
  "forces_ev_per_a": [[0.007, 0.041, 0.041], [0.029, -0.057, -0.015], [-0.104, -0.009, -0.056], [0.083, 0.032, 0.119], [0.013, 0.036, -0.073], [0.036, -0.115, -0.033], [-0.048, 0.034, 0.049], [-0.002, 0.005, 0.013], [-0.009, -0.007, 0.005], [0.003, 0.022, -0.021], [-0.035, 0.026, -0.016], [0.000, -0.009, -0.014], [-0.004, 0.000, 0.014], [0.041, -0.013, 0.014], [0.005, 0.000, -0.005], [0.012, -0.009, -0.009], [0.015, 0.002, -0.003], [0.066, -0.084, -0.132], [-0.027, 0.047, 0.190], [-0.025, 0.030, -0.055], [-0.004, -0.053, 0.006], [-0.004, 0.032, 0.001], [-0.031, 0.017, -0.001], [0.054, 0.011, -0.199], [0.009, 0.067, 0.166], [-0.061, -0.059, -0.278], [-0.020, 0.096, 0.272], [0.104, -0.152, -0.270], [-0.022, 0.015, 0.100], [0.018, 0.047, -0.024], [0.001, -0.044, -0.001], [0.003, 0.018, -0.013], [-0.025, -0.021, 0.101], [0.035, -0.008, 0.014], [0.000, -0.006, 0.005], [0.004, -0.002, -0.001], [0.001, 0.003, 0.002], [-0.004, -0.009, 0.017], [-0.003, -0.003, 0.002], [0.005, 0.001, -0.005], [-0.005, 0.000, -0.005], [-0.007, 0.005, -0.001], [-0.191, 0.096, 0.331], [0.161, -0.042, -0.217], [-0.339, 0.123, -0.116], [0.225, -0.250, 0.112], [-0.116, 0.099, -0.057], [0.251, 0.045, 0.147], [-0.096, 0.000, -0.103]]
}



Number 1: energy -14888.56719 eV. Number 2: energy -7224.21734 eV. Number 3: energy -18773.76318 eV. Number 4: energy -30687.27993 eV. Number 5: energy -8172.94249 eV. Number 6: energy -50741.07585 eV.